79
Properties=species:S:1:pos:R:3:mulliken_charge:R:1 method="wB97M-V/def2-TZVPD" de_lowest_kj_mol=0.00 homo_energy_ev="-14.37 / -14.37" s_squared=2.00 spin_multiplicity=3 total_energy_ev=-138695.2287 total_charge=+2 orbital_gap_ev="9.51 / 9.57"
Pr -0.541 -0.347 0.065 1.3484
C 1.865 1.658 3.586 -1.5633
C 1.704 1.113 2.199 0.5543
O 0.628 0.601 1.816 -0.5614
N 2.749 1.172 1.379 0.1841
C 2.720 0.747 -0.024 -0.6669
C 2.054 1.782 -0.893 0.8207
C 2.793 2.670 -1.645 -0.8765
C 2.127 3.660 -2.353 -0.4355
C 0.746 3.715 -2.287 -0.8299
C 0.083 2.769 -1.531 -0.3736
N 0.714 1.817 -0.833 0.2812
H 2.743 1.224 4.068 0.4134
H 0.979 1.434 4.171 0.3684
H 2.001 2.742 3.547 0.3838
H 3.574 1.646 1.711 0.2797
H 2.194 -0.196 -0.090 -0.5971
H 3.740 0.564 -0.340 0.7351
H 3.873 2.593 -1.673 0.5241
H 2.680 4.375 -2.950 0.4521
H 0.184 4.468 -2.824 0.4821
H -0.997 2.758 -1.492 0.5629
C -1.732 -4.360 4.445 -1.2568
C -0.851 -3.689 3.440 0.7827
C 0.487 -3.851 3.141 -1.2507
C 0.742 -2.974 2.086 0.5402
N -0.357 -2.301 1.747 0.5065
N -1.314 -2.767 2.584 -0.2612
C 2.032 -2.731 1.359 -1.0205
H -1.215 -4.458 5.398 0.3682
H -2.000 -5.361 4.107 0.2839
H -2.653 -3.799 4.612 0.3432
H 1.185 -4.524 3.617 0.4904
H -2.243 -2.391 2.537 0.0673
H 2.674 -3.607 1.408 0.4883
H 2.583 -1.897 1.799 0.1494
H 1.863 -2.526 0.301 0.0853
C 0.773 0.516 -5.745 -1.6149
C 0.868 -0.370 -4.523 1.5359
C 0.643 -1.838 -4.860 -1.3822
C 2.195 -0.191 -3.814 -1.1379
O -0.185 0.178 -3.578 -0.0475
P -1.066 -0.629 -2.590 0.9172
O -0.183 -1.536 -1.722 -0.7468
O -1.728 0.358 -1.627 -0.5820
O -2.086 -1.500 -3.349 -0.0357
C -3.315 -1.088 -4.142 1.5815
C -3.968 -2.417 -4.463 -1.4893
C -2.883 -0.359 -5.397 -1.4354
C -4.213 -0.203 -3.291 -1.4723
H 1.628 0.327 -6.399 0.4341
H 0.788 1.569 -5.451 0.2975
H -0.140 0.321 -6.309 0.3389
H 1.430 -2.145 -5.548 0.5631
H -0.313 -2.008 -5.349 0.2037
H 0.705 -2.482 -3.978 0.2255
H 2.993 -0.629 -4.417 0.5682
H 2.186 -0.702 -2.846 0.0321
H 2.414 0.867 -3.668 0.2244
H -3.310 -3.038 -5.076 0.3521
H -4.894 -2.242 -5.013 0.4445
H -4.204 -2.963 -3.546 0.1838
H -2.267 -0.985 -6.042 0.2738
H -2.346 0.563 -5.164 0.2104
H -3.780 -0.091 -5.958 0.5593
H -4.364 -0.631 -2.300 0.2432
H -5.182 -0.130 -3.786 0.5676
H -3.811 0.805 -3.176 0.2491
Br -6.912 -0.165 0.753 -0.1076
C -5.350 -1.114 0.371 -0.5507
C -5.395 -2.332 -0.285 -0.0764
C -4.198 -2.973 -0.569 -1.2024
C -3.022 -2.385 -0.155 -0.0431
N -2.975 -1.217 0.499 0.2865
C -4.130 -0.584 0.740 -0.3030
H -6.346 -2.762 -0.578 0.4953
H -4.178 -3.925 -1.083 0.5718
H -2.079 -2.881 -0.335 0.4776
H -4.083 0.366 1.255 0.5876